This record from OMol25 describes a 25-piece molecular cluster, C26H4Cl96O4 overall in a non-equilibrium geometry. The level of theory is ωB97M-V/def2-TZVPD.

Results
- Gap between HOMO and LUMO: 9.9943 eV

```
! RIJCOSX wB97M-V def2-TZVPD def2/J DEFGRID3
* xyz 0 1
C -6.2906 4.4982 -2.4617
O -7.0660 5.4456 -3.2226
C -8.1535 5.8801 -2.5446
O -8.1146 6.6713 -1.6748
O -9.3856 5.3947 -2.9719
O -9.8210 4.3910 -2.1132
H -5.2465 4.8674 -2.4214
H -6.2808 3.5074 -2.9604
H -6.6552 4.3534 -1.4301
H -10.7888 4.4904 -2.1514
C -4.2491 1.6037 -0.2128
Cl -4.7962 -0.0347 -0.6039
Cl -3.0383 1.5346 1.0724
Cl -3.5370 2.3460 -1.6563
Cl -5.6246 2.5761 0.3319
C 1.1377 0.9622 0.9583
Cl 0.5549 1.0504 2.6276
Cl 0.6692 2.4315 0.0909
Cl 2.9046 0.8136 0.9577
Cl 0.4389 -0.4544 0.1629
C 1.3398 -4.4651 -0.5653
Cl 2.5138 -4.3139 -1.8827
Cl 0.9664 -6.1743 -0.2985
Cl 2.0048 -3.7601 0.9166
Cl -0.1416 -3.5879 -0.9851
C 2.8368 0.5530 6.1143
Cl 3.6956 1.7385 7.1099
Cl 3.4018 -1.0815 6.5128
Cl 1.0966 0.6679 6.4251
Cl 3.1499 0.8801 4.4057
C 6.3875 -4.3628 1.5442
Cl 5.9757 -2.8782 2.4232
Cl 4.9946 -4.8726 0.5783
Cl 7.7681 -4.0534 0.4789
Cl 6.8067 -5.6329 2.7040
C 6.8545 -3.6013 7.5687
Cl 7.3143 -5.2825 7.8866
Cl 6.5601 -3.3880 5.8351
Cl 5.3801 -3.2129 8.4709
Cl 8.1622 -2.5259 8.0842
C 9.4462 -8.2059 4.4275
Cl 10.3368 -8.7349 5.8644
Cl 9.0891 -9.6102 3.4095
Cl 7.9312 -7.4329 4.9153
Cl 10.4287 -7.0488 3.5160
C 6.8352 -9.7599 8.3568
Cl 7.1858 -10.1957 10.0363
Cl 5.2390 -10.3828 7.9075
Cl 6.8468 -7.9980 8.1918
Cl 8.0623 -10.4727 7.2947
C -8.3375 0.5614 -3.9607
Cl -8.8623 -1.0839 -4.3584
Cl -7.1263 0.4964 -2.6651
Cl -7.6202 1.3183 -5.3925
Cl -9.7263 1.5135 -3.4235
C -11.3759 2.4592 0.8658
Cl -11.7462 2.8681 2.5451
Cl -12.4002 3.4332 -0.2097
Cl -9.6714 2.7946 0.5242
Cl -11.7050 0.7418 0.5905
C -5.4223 3.5531 -8.1548
Cl -5.7313 3.9768 -6.4623
Cl -6.4742 4.5175 -9.2027
Cl -3.7293 3.8875 -8.5476
Cl -5.7574 1.8307 -8.4060
C 4.7833 -14.8403 8.7838
Cl 3.5993 -15.6231 7.7247
Cl 4.7990 -13.0943 8.4736
Cl 4.3458 -15.1368 10.4756
Cl 6.3923 -15.5076 8.4653
C 0.0031 -3.8357 5.2291
Cl 0.4600 -5.5193 5.5388
Cl -0.3036 -3.6147 3.4996
Cl -1.4643 -3.4442 6.1427
Cl 1.3190 -2.7610 5.7376
C 13.1412 -12.1395 6.1170
Cl 13.3038 -13.8494 6.5471
Cl 14.4752 -11.2205 6.8312
Cl 13.1806 -11.9662 4.3553
Cl 11.6017 -11.5181 6.7332
C 1.3381 -19.1385 7.2255
Cl 2.5612 -18.9245 5.9621
Cl 1.0521 -20.8669 7.4839
Cl 1.9110 -18.4014 8.7288
Cl -0.1705 -18.3586 6.7236
C -1.2321 4.3659 7.2369
Cl -0.7719 3.8060 8.8527
Cl -2.9312 3.9643 6.9357
Cl -1.0105 6.1195 7.1336
Cl -0.2162 3.5674 6.0269
C 0.0808 4.7164 -6.9584
Cl 1.8078 4.9664 -6.6617
Cl -0.6644 6.2460 -7.4502
Cl -0.1287 3.5134 -8.2438
Cl -0.6957 4.1356 -5.4761
C -4.5399 8.2802 -3.9889
Cl -3.5935 7.5520 -2.6788
Cl -5.1447 7.0103 -5.0616
Cl -5.9032 9.1746 -3.3033
Cl -3.5093 9.3807 -4.9172
C -2.4577 9.3606 -9.7429
Cl -3.7933 8.7447 -10.7287
Cl -2.2623 11.0979 -10.0268
Cl -2.8036 9.0719 -8.0305
Cl -0.9617 8.5182 -10.1712
C -0.4185 12.2506 -3.6377
Cl -1.5444 13.5919 -3.3788
Cl -0.8635 11.3845 -5.1166
Cl 1.2278 12.8817 -3.7987
Cl -0.4957 11.1394 -2.2618
C 2.5329 9.7682 -8.4866
Cl 2.5065 8.0288 -8.1533
Cl 4.0509 10.4625 -7.8950
Cl 2.4008 10.0362 -10.2326
Cl 1.1696 10.5427 -7.6654
C 5.1230 3.0028 -5.6277
Cl 3.8145 2.3736 -6.6388
Cl 5.2933 4.7455 -5.9041
Cl 4.7438 2.7107 -3.9230
Cl 6.6392 2.1888 -6.0442
C -7.6479 4.2396 4.1776
Cl -8.9710 3.1973 4.7168
Cl -7.6691 4.3671 2.4098
Cl -7.8382 5.8500 4.8863
Cl -6.1039 3.5425 4.6981
C -0.4925 4.8206 -12.3345
Cl -0.8510 5.3141 -10.6745
Cl -1.5155 5.7320 -13.4575
Cl 1.2115 5.1473 -12.6898
Cl -0.8129 3.0872 -12.5169
*
```

Löwdin atomic charge list, values in e, 4 entries: -0.079 -0.084 -0.550 0.200



This record from OMol25 describes C15H20NO3W as an isolated structure in a non-equilibrium geometry. The level of theory is ωB97M-V/def2-TZVPD.

Results
- <S²>: 2.01
- Gap between HOMO and LUMO (alpha / beta): 4.8946 / 5.2166 eV

```
! RIJCOSX wB97M-V def2-TZVPD def2/J DEFGRID3
* xyz -1 3
W 0.5021 0.6132 1.6164
C 0.2659 -0.2507 3.5852
C -0.7715 -0.7011 2.6849
C -0.1371 -1.4053 1.5872
H -1.8380 -0.6696 2.8934
C 1.2863 -1.3945 1.8279
C 1.5284 -0.6854 3.0553
H 2.4765 -0.5998 3.5759
H 0.1109 0.1833 4.5686
H -0.6554 -1.9611 0.8046
H 2.0367 -1.9174 1.2411
C 1.0553 2.9157 0.7933
C 2.1366 2.3295 1.5377
C 2.5522 1.1329 0.8418
H 2.6415 2.7800 2.3962
C 1.7064 0.9761 -0.3175
C 0.7870 2.0871 -0.3403
H 0.0557 2.2797 -1.1261
H 0.6152 3.8902 0.9878
H 3.4441 0.5426 1.0637
H 1.8144 0.2240 -1.0996
O -2.7498 0.6707 0.6386
C -0.4955 -1.6866 -3.1726
C -1.8121 -1.7684 -2.8772
C 0.4816 -2.5507 -2.3732
C -0.0031 -0.4900 -3.9832
C -2.8433 -0.0384 -0.3646
H -2.1143 -2.4400 -2.0585
H -2.4668 -0.9552 -3.2241
H -3.1241 0.3943 -1.3577
H -2.8317 -1.1572 -0.2841
H 1.0138 -3.2788 -3.0188
H -0.0662 -3.1012 -1.5713
H 1.2126 -1.8806 -1.8618
H 0.2477 -0.7768 -5.0190
H 0.8805 -0.0537 -3.4723
H -0.7920 0.2958 -4.0049
O -1.6908 2.6410 2.9802
N -1.7388 2.7505 1.7608
O -2.7211 3.0559 1.0864
*
```

Löwdin atomic charge list, values in e, 4 entries: 1.315 -0.248 -0.288 -0.289